w | {
  "formula": "C4H14N2",
  "method": "ωB97M-V/def2-TZVPD",
  "species": ["C", "C", "N", "H", "H", "H", "H", "H", "H", "H", "C", "C", "N", "H", "H", "H", "H", "H", "H", "H"],
  "xyz": [[-5.0651, 0.4923, 1.9765], [-3.7063, 0.1198, 2.5706], [-2.8470, -0.4736, 1.5520], [-5.4215, 1.4851, 2.2649], [-5.0399, 0.4707, 0.8876], [-5.8260, -0.1962, 2.3343], [-3.2203, 1.0198, 2.9371], [-3.8188, -0.5134, 3.4546], [-2.0062, -0.8413, 1.9782], [-3.2982, -1.2354, 1.0625], [3.0925, 0.1261, -2.6537], [4.5812, -0.1734, -2.3893], [5.0268, 0.0145, -0.9931], [2.7851, -0.3344, -3.5911], [2.5076, -0.2136, -1.7996], [3.0148, 1.2042, -2.7718], [4.8636, -1.1449, -2.7994], [5.1681, 0.5284, -2.9931], [4.9142, -0.8787, -0.5252], [4.2955, 0.5439, -0.5019]],
  "total_charge": 0,
  "lumo_ev": 1.11,
  "smiles": "CCN.CCN",
  "homo_lumo_gap_ev": 10.345
}

x | {
  "formula": "C4H14N2",
  "method": "ωB97M-V/def2-TZVPD",
  "species": ["C", "N", "C", "H", "H", "H", "H", "H", "H", "H", "C", "N", "C", "H", "H", "H", "H", "H", "H", "H"],
  "xyz": [[2.3563, -1.8071, -1.0492], [2.9813, -0.6650, -0.4901], [3.2326, -0.9645, 0.9645], [1.6918, -1.4651, -1.8605], [1.7498, -2.3437, -0.3003], [3.0951, -2.5086, -1.4718], [3.9143, -0.6320, -0.9204], [3.6584, -1.9677, 1.1343], [2.2157, -0.9373, 1.3908], [3.8557, -0.2237, 1.4931], [-3.2772, 2.2270, -0.5567], [-3.3780, 1.5130, 0.6920], [-2.5059, 0.3575, 0.5841], [-2.2140, 2.4479, -0.7500], [-3.8281, 3.1802, -0.4896], [-3.6767, 1.6489, -1.4069], [-2.9022, 2.0695, 1.4136], [-2.5199, -0.2120, 1.5287], [-1.4561, 0.5304, 0.2931], [-2.9929, -0.2478, -0.1989]],
  "total_charge": 0,
  "lumo_ev": 0.96,
  "smiles": "CNC.CNC",
  "homo_lumo_gap_ev": 10.060
}

y | {
  "formula": "C4H14N2",
  "method": "ωB97M-V/def2-TZVPD",
  "species": ["C", "C", "N", "H", "H", "H", "H", "H", "H", "H", "C", "N", "C", "H", "H", "H", "H", "H", "H", "H"],
  "xyz": [[-1.6904, -0.5953, -1.8517], [-2.3114, 0.4336, -0.9080], [-1.6550, 1.6744, -0.9416], [-1.8342, -1.5843, -1.4152], [-0.6511, -0.5356, -2.0619], [-2.2146, -0.5433, -2.8186], [-2.6025, 0.1092, 0.2099], [-3.3758, 0.3842, -1.4402], [-0.6244, 1.6213, -1.1313], [-1.7143, 2.2124, -0.0879], [1.3448, 0.4802, 2.0028], [1.4976, -0.8638, 1.4549], [2.4178, -0.9100, 0.4033], [0.7558, 1.0388, 1.2805], [2.4007, 0.8861, 2.1976], [0.7645, 0.3171, 2.9801], [1.8011, -1.6241, 2.1738], [3.3363, -0.3367, 0.5517], [2.4588, -1.7762, -0.0874], [1.8962, -0.3880, -0.5107]],
  "total_charge": 0,
  "lumo_ev": 1.04,
  "smiles": "CCN.CNC",
  "homo_lumo_gap_ev": 9.746
}

z | {
  "formula": "C4H14N2",
  "method": "ωB97M-V/def2-TZVPD",
  "species": ["C", "C", "N", "H", "H", "H", "H", "H", "H", "H", "C", "N", "C", "H", "H", "H", "H", "H", "H", "H"],
  "xyz": [[-2.0545, 1.0948, 1.5052], [-0.7597, 0.3698, 1.8631], [0.0362, 1.0903, 2.8675], [-1.8296, 2.1396, 1.2625], [-2.4830, 0.6499, 0.6102], [-2.7380, 1.1444, 2.3556], [-1.0104, -0.6315, 2.2198], [-0.1607, 0.3455, 0.9602], [-0.0637, 0.7076, 3.7949], [1.0042, 1.0684, 2.5864], [0.9677, -1.3954, -0.9623], [1.4331, -0.6611, -2.1476], [0.4576, -0.3736, -3.1610], [-0.1116, -1.2513, -0.9516], [1.2288, -2.4565, -0.9760], [1.4004, -0.9449, -0.0871], [2.3460, -0.9534, -2.4459], [-0.2144, -1.2245, -3.3371], [0.9409, -0.1353, -4.0991], [-0.1828, 0.4497, -2.8336]],
  "total_charge": 0,
  "lumo_ev": 1.02,
  "smiles": "CCN.CNC",
  "homo_lumo_gap_ev": 9.385
}

w ends up most stable, edging out the next structure by 0.0107 hartree.

w | {
  "formula": "C4H14N2",
  "method": "ωB97M-V/def2-TZVPD",
  "species": ["C", "C", "N", "N", "H", "H", "H", "H", "H", "H", "H", "H", "C", "C", "H", "H", "H", "H", "H", "H"],
  "xyz": [[-1.2775, -0.7608, 0.3616], [-1.4286, -2.2585, 0.3549], [-0.4777, -0.0957, 1.1551], [-2.3591, -0.0670, -0.1230], [0.0505, -0.6125, -1.6491], [0.0872, -0.6989, 1.7418], [0.2662, 0.9327, 0.4888], [-2.8036, -0.4381, -0.9463], [-2.2775, 0.9372, -0.0913], [-1.6219, -2.6079, -0.6585], [-2.2749, -2.5742, 0.9692], [-0.5321, -2.7514, 0.7244], [2.5298, 1.2306, -0.0008], [1.1017, 1.7033, -0.2514], [3.2928, 1.9369, -0.3382], [2.7050, 0.2792, -0.5079], [2.7019, 1.0573, 1.0622], [0.9842, 2.0598, -1.2757], [0.9529, 2.6396, 0.2975], [0.3806, 0.0884, -1.3132]],
  "total_charge": 0,
  "lumo_ev": 0.91,
  "homo_lumo_gap_ev": 8.960
}

x | {
  "formula": "C4H14N2",
  "method": "ωB97M-V/def2-TZVPD",
  "species": ["C", "C", "N", "H", "H", "H", "H", "H", "H", "H", "C", "C", "N", "H", "H", "H", "H", "H", "H", "H"],
  "xyz": [[-2.6870, -2.0691, 0.2394], [-2.5767, -0.5582, -0.1310], [-1.7574, -0.3811, -1.3742], [-1.6026, -2.3597, 0.3524], [-3.1330, -2.3461, 1.1461], [-3.0387, -2.7781, -0.5976], [-3.5234, -0.0423, -0.2774], [-1.9353, 0.0117, 0.6559], [-1.7211, -1.2290, -1.9671], [-2.1922, 0.3785, -1.8651], [1.5087, 0.4650, 0.2827], [2.5607, 1.6148, -0.0814], [3.5706, 1.8716, 0.9687], [1.4645, 0.0834, 1.3412], [0.6203, 1.0061, 0.2545], [1.6330, -0.5057, -0.2994], [3.1632, 1.4266, -0.9755], [1.8471, 2.4384, -0.3975], [3.3196, 1.6139, 1.9305], [4.4799, 1.3592, 0.7946]],
  "total_charge": 0,
  "lumo_ev": 1.10,
  "smiles": "CCN.CCN",
  "homo_lumo_gap_ev": 9.869
}

x ends up most stable, edging out the next structure by 0.0385 hartree.

w | {
  "formula": "C3H12N3O",
  "method": "ωB97M-V/def2-TZVPD",
  "species": ["C", "C", "N", "N", "N", "H", "H", "H", "H", "H", "H", "H", "H", "C", "O", "H", "H", "H", "H"],
  "xyz": [[2.3013, 1.4826, -1.8310], [0.7162, 0.7497, -0.0810], [0.1883, 0.9390, 1.1269], [1.5400, 1.6436, -0.5922], [0.4514, -0.4022, -0.7143], [0.5831, 1.5790, 1.7945], [-0.5644, 0.3327, 1.4152], [1.4734, 2.5898, -0.2500], [0.3577, -0.3398, -1.7166], [-0.1908, -1.0465, -0.2620], [3.3226, 1.7608, -1.6112], [1.9063, 2.0512, -2.6476], [2.3717, 0.4307, -2.0928], [-2.6896, -2.4158, 1.4040], [-1.9013, -1.6331, 0.4612], [-2.4023, -1.5974, -0.3516], [-2.1791, -2.3336, 2.3473], [-3.6722, -1.9519, 1.4868], [-2.7834, -3.4401, 1.0540]],
  "total_charge": 1,
  "lumo_ev": -2.81,
  "homo_lumo_gap_ev": 11.651
}

x | {
  "formula": "C3H12N3O",
  "method": "ωB97M-V/def2-TZVPD",
  "species": ["C", "N", "C", "N", "H", "H", "H", "H", "H", "H", "H", "H", "H", "C", "N", "O", "H", "H", "H"],
  "xyz": [[-1.8355, 0.2879, -0.1475], [-2.8476, 0.5851, -1.1472], [-1.1338, 1.5859, 0.2141], [-0.1476, 1.3345, 1.3261], [-1.0768, -0.4367, -0.4586], [-2.3147, -0.1423, 0.7363], [-2.4102, 0.7918, -2.0389], [-3.4130, -0.2362, -1.3205], [-1.8507, 2.3237, 0.5568], [-0.5672, 1.9641, -0.6342], [0.4942, 2.1155, 1.4414], [-0.6487, 1.2015, 2.2030], [0.4305, 0.4774, 1.1171], [1.9251, -1.1169, -0.4066], [2.6992, -2.2151, -0.4935], [1.5609, -0.6513, 0.6672], [1.6436, -0.6264, -1.3472], [3.4583, -2.3223, 0.1615], [2.7942, -2.6905, -1.3753]],
  "total_charge": 1,
  "lumo_ev": -2.93,
  "homo_lumo_gap_ev": 10.385
}

w ends up most stable, edging out the next structure by 0.0121 hartree.

w | {
  "formula": "C3H12N3O",
  "method": "ωB97M-V/def2-TZVPD",
  "species": ["C", "C", "C", "N", "N", "N", "O", "H", "H", "H", "H", "H", "H", "H", "H", "H", "H", "H", "H"],
  "xyz": [[1.4478, 0.6508, -0.0622], [0.9292, -0.5678, 0.5901], [-1.3597, -0.4434, 0.2749], [0.4378, 1.4270, -0.7379], [1.3159, -1.7891, 0.0443], [-1.6459, 1.0127, 0.4521], [-1.7802, -1.0161, -0.9368], [2.1629, 0.1614, -0.8007], [2.0968, 1.2361, 0.5794], [1.0437, -0.6191, 1.7445], [-1.7925, -1.0159, 1.0533], [0.7384, 2.4015, -0.8210], [0.3204, 1.0972, -1.6280], [1.7374, -1.9765, -0.9122], [1.2365, -2.5132, 0.7459], [-2.5362, 1.1840, -0.0919], [-1.6630, 1.1879, 1.4859], [-0.7700, 1.5047, -0.1389], [-1.9193, -1.9222, -0.8407]],
  "total_charge": 1,
  "lumo_ev": -2.84,
  "homo_lumo_gap_ev": 8.643
}

x | {
  "formula": "C3H12N3O",
  "method": "ωB97M-V/def2-TZVPD",
  "species": ["C", "N", "C", "H", "H", "H", "H", "H", "H", "H", "H", "N", "C", "N", "O", "H", "H", "H", "H"],
  "xyz": [[-1.4179, -1.5952, 0.2736], [0.0037, -1.5895, -0.1930], [0.2168, -1.2990, -1.6165], [-1.4565, -2.0195, 1.2825], [-1.8117, -0.5596, 0.1876], [-2.0653, -2.2196, -0.3773], [0.3622, -2.5351, -0.0512], [0.4760, -0.8647, 0.4404], [-0.4057, -1.9905, -2.1957], [1.2774, -1.5117, -1.8501], [-0.0842, -0.2783, -1.9107], [-0.5417, 2.3063, 0.9805], [0.6312, 1.5678, 0.8828], [1.6183, 2.1199, 0.1233], [0.7418, 0.4346, 1.4166], [-1.1545, 1.9916, 1.6930], [-0.4335, 3.2998, 0.9145], [1.5385, 3.0766, -0.0749], [2.5052, 1.6660, 0.0746]],
  "total_charge": 1,
  "lumo_ev": -2.76,
  "homo_lumo_gap_ev": 11.534
}

x ends up most stable, edging out the next structure by 0.1629 hartree.

w | {
  "formula": "C7H13N2O",
  "method": "ωB97M-V/def2-TZVPD",
  "species": ["C", "C", "C", "C", "C", "C", "C", "N", "N", "O", "H", "H", "H", "H", "H", "H", "H", "H", "H", "H", "H", "H", "H"],
  "xyz": [[1.5975, -2.3277, 0.0519], [0.4250, -2.9541, -0.2501], [0.0481, -0.8115, -0.1575], [-0.5906, 3.5721, 0.8420], [2.2667, 0.0482, 0.4458], [-1.9241, -2.1910, -0.6600], [-0.8103, 2.3777, -0.0075], [1.3383, -0.9948, 0.1081], [-0.5293, -1.9893, -0.3737], [-1.4799, 2.5584, -1.0849], [2.5695, -2.7436, 0.2237], [0.2221, -3.9974, -0.3830], [-0.9961, 3.3682, 1.8333], [-1.0350, 4.4935, 0.4432], [0.4825, 3.7104, 0.9769], [3.2730, -0.2378, 0.1509], [1.9807, 0.9703, -0.0574], [2.2589, 0.2291, 1.5240], [-2.5324, -1.8462, 0.1771], [-2.2134, -1.6300, -1.5488], [-2.1159, -3.2487, -0.8250], [-0.4274, 0.1705, -0.1555], [-1.8078, 3.4739, -1.2735]],
  "total_charge": 1,
  "lumo_ev": -2.53,
  "homo_lumo_gap_ev": 9.465
}

x | {
  "formula": "C7H13N2O",
  "method": "ωB97M-V/def2-TZVPD",
  "species": ["C", "C", "C", "C", "C", "C", "C", "N", "N", "O", "H", "H", "H", "H", "H", "H", "H", "H", "H", "H", "H", "H", "H"],
  "xyz": [[1.7733, -1.7014, 0.2399], [-1.3446, 1.4255, 0.7154], [-1.0671, 1.9102, -0.6786], [0.6789, -1.3725, -0.8029], [-0.3744, 0.2425, 0.9322], [0.0128, -0.1455, -0.4026], [0.8417, 0.5769, 1.7728], [0.9554, -1.6751, -2.1688], [-0.3580, 0.8049, -1.2429], [2.8063, -2.2825, -0.1282], [-1.1600, 2.0808, 1.5528], [-2.4124, 1.1505, 0.8515], [-1.8269, 2.4221, -1.2305], [-0.3586, 2.7799, -0.5436], [-0.0339, -2.2368, -0.4313], [-0.9603, -0.5038, 1.3771], [1.2912, 1.5362, 1.4017], [1.4275, -0.3279, 1.9300], [0.4447, 0.7864, 2.7677], [1.7430, -1.1312, -2.4411], [1.4256, -2.6023, -2.1732], [0.0812, 1.0375, -2.1270], [2.8652, -2.4971, -1.1094]],
  "total_charge": 1,
  "lumo_ev": -4.38,
  "homo_lumo_gap_ev": 7.894
}

w ends up most stable, edging out the next structure by 0.0743 hartree.

w | {
  "formula": "FFeH10O5",
  "method": "ωB97M-V/def2-TZVPD",
  "species": ["Fe", "F", "O", "H", "H", "O", "H", "H", "O", "H", "H", "O", "H", "H", "O", "H", "H"],
  "xyz": [[1.0184, 2.6489, 0.4453], [-0.0763, 0.9023, 0.1852], [-0.7879, -1.8634, -0.2806], [-1.2944, -1.9171, -1.0910], [-0.5391, -0.9415, -0.2137], [-2.2659, 0.9653, -1.6126], [-1.6879, 1.1566, -0.8740], [-2.1225, 0.0367, -1.7954], [-2.3278, -0.1450, 1.3948], [-1.4412, 0.0606, 1.0981], [-2.2530, -1.0132, 1.7909], [1.6191, -1.5186, 1.2296], [0.9085, -1.5618, 0.5897], [2.4085, -1.3914, 0.7035], [2.6254, 1.7397, -0.4610], [2.6962, 0.7868, -0.5173], [3.5197, 2.0550, -0.5916]],
  "s2": 6.0053,
  "total_charge": 1,
  "lumo_ev": [-7.84, -8.07],
  "multiplicity": 5,
  "homo_lumo_gap_ev": [5.581, 5.349]
}

x | {
  "formula": "FFeH10O5",
  "method": "ωB97M-V/def2-TZVPD",
  "species": ["Fe", "F", "O", "H", "H", "O", "H", "H", "O", "H", "H", "O", "H", "H", "O", "H", "H"],
  "xyz": [[0.3083, -0.3633, 0.0175], [1.3559, -1.9050, 0.4950], [-0.4471, -0.1821, 2.0214], [0.1257, 0.1772, 2.7080], [-1.2353, -0.4863, 2.4834], [-0.8292, 1.4743, -0.4668], [-1.6125, 1.6471, 0.0691], [-0.6118, 2.3239, -0.8669], [1.9058, 0.9176, 0.5634], [2.7056, 0.7880, 1.0864], [1.7366, 1.8658, 0.5895], [-1.5274, -1.5357, -0.4110], [-1.6830, -2.4277, -0.7411], [-2.3971, -1.2052, -0.1642], [0.7087, -0.2719, -2.0824], [0.6731, -1.1503, -2.4800], [0.8239, 0.3334, -2.8213]],
  "s2": 6.0059,
  "total_charge": 1,
  "lumo_ev": [-3.66, -3.65],
  "multiplicity": 5,
  "homo_lumo_gap_ev": [9.789, 8.451]
}

x ends up most stable, edging out the next structure by 0.1926 hartree.

w | {
  "formula": "CH2OS2",
  "method": "ωB97M-V/def2-TZVPD",
  "species": ["C", "S", "H", "H", "O", "S"],
  "xyz": [[-0.6318, -1.1478, 0.1950], [-1.4821, 0.0298, 1.0286], [0.2284, -0.7283, -0.3407], [-0.8302, -2.1872, 0.3081], [1.1383, 1.5154, -1.1058], [1.5774, 2.5180, -0.0852]],
  "total_charge": 0,
  "lumo_ev": [-1.66, -1.68],
  "smiles": "C=S.O=S",
  "homo_lumo_gap_ev": [7.218, 7.214]
}

x | {
  "formula": "CH2OS2",
  "method": "ωB97M-V/def2-TZVPD",
  "species": ["O", "C", "S", "S", "H", "H"],
  "xyz": [[-0.1871, 1.3698, -0.0567], [0.0488, 0.1487, 0.0486], [-1.3503, -0.9363, -0.0328], [1.5265, -0.7907, -0.0367], [-2.3468, -0.0210, 0.0278], [2.3089, 0.2295, 0.0499]],
  "total_charge": 0,
  "lumo_ev": 0.46,
  "smiles": "O=C(S)S",
  "homo_lumo_gap_ev": 10.507
}

x ends up most stable, edging out the next structure by 0.1029 hartree.

w | {
  "formula": "C2H5NO3",
  "method": "ωB97M-V/def2-TZVPD",
  "species": ["C", "C", "H", "H", "H", "H", "H", "N", "O", "O", "O"],
  "xyz": [[0.5335, -0.1856, 0.9821], [-0.8376, 0.3342, 0.4156], [1.8886, 0.8595, -1.2588], [1.2242, -1.7544, -0.1411], [0.4295, -0.7986, 1.8206], [1.1280, 0.7020, 1.4722], [-0.2601, 0.0177, -1.5463], [1.4249, -0.7137, -0.0673], [1.2145, -0.1669, -1.3366], [-1.0134, 0.2508, -0.8872], [-1.7710, 0.5509, 1.1910]],
  "total_charge": 0,
  "lumo_ev": -0.14,
  "homo_lumo_gap_ev": 9.364
}

x | {
  "formula": "C2H5NO3",
  "method": "ωB97M-V/def2-TZVPD",
  "species": ["N", "O", "C", "C", "O", "O", "H", "H", "H", "H", "H"],
  "xyz": [[-0.7225, -1.7518, 0.2087], [0.2581, -0.8047, 0.1454], [-0.3482, 0.3342, -0.4490], [0.6763, 1.4430, -0.3358], [1.2766, 1.9734, -1.2870], [1.1576, 1.6840, 0.9271], [-0.1684, -2.6390, -0.4761], [-1.1216, -1.9843, 1.1219], [-0.7240, 0.1067, -1.6148], [-1.0226, 0.7126, 0.4042], [0.7386, 0.9258, 1.3553]],
  "total_charge": 0,
  "lumo_ev": 0.48,
  "smiles": "NOCC(=O)O",
  "homo_lumo_gap_ev": 10.522
}

y | {
  "formula": "C2H5NO3",
  "method": "ωB97M-V/def2-TZVPD",
  "species": ["N", "C", "O", "H", "H", "H", "O", "C", "O", "H", "H"],
  "xyz": [[-0.6032, -0.7203, -1.4567], [-1.4213, 0.2994, -1.1065], [-1.0495, 1.2757, -0.4914], [-0.9562, -1.6009, -1.8014], [0.2319, -0.9334, -0.9074], [-2.4811, 0.2028, -1.3507], [1.8614, -0.4084, 0.2025], [1.2683, 0.0576, 1.1329], [0.0807, -0.3353, 1.5823], [1.7403, 0.8825, 1.7049], [-0.2084, 0.3169, 2.1907]],
  "total_charge": 0,
  "lumo_ev": 0.71,
  "smiles": "NC=O.O=CO",
  "homo_lumo_gap_ev": 10.603
}

z | {
  "formula": "C2H5NO3",
  "method": "ωB97M-V/def2-TZVPD",
  "species": ["N", "C", "O", "H", "H", "H", "O", "C", "O", "H", "H"],
  "xyz": [[-1.6034, -0.5768, -0.4337], [-2.0940, -0.0142, 0.7024], [-1.6300, 0.9347, 1.2763], [-0.9935, -0.0642, -1.0481], [-2.1227, -1.3469, -0.8317], [-3.0003, -0.5130, 1.0906], [2.0505, -0.5058, -1.5229], [2.2420, 0.1068, -0.5075], [1.3298, 0.2285, 0.4723], [3.1734, 0.6065, -0.2130], [0.6330, -0.4125, 0.2338]],
  "total_charge": 0,
  "lumo_ev": 0.73,
  "smiles": "NC=O.O=CO",
  "homo_lumo_gap_ev": 11.087
}

z ends up most stable, edging out the next structure by 0.0046 hartree.